Record 1
16
Properties=species:S:1:pos:R:3:mulliken_charge:R:1 method="wB97M-V/def2-TZVPD" e_lumo_ev=2.9918 charge=-1
O 0.37 0.72 -0.76 -0.739
C -0.02 -0.36 -0.25 0.594
N -0.26 -1.49 -0.88 -0.805
C 1.06 -0.65 -3.60 0.109
O 1.84 -0.36 -4.47 -0.501
C -0.24 -0.34 1.29 -0.765
C -0.30 1.13 1.79 -0.513
S -0.69 1.07 3.61 -0.291
H -0.79 -2.12 -0.28 0.147
H 0.08 -1.07 -3.86 0.258
H 1.29 -0.50 -2.55 0.063
H 0.48 -0.92 1.86 0.366
H -1.27 -0.69 1.43 0.294
H -1.19 1.55 1.34 0.296
H 0.58 1.68 1.49 0.401
H -0.93 2.35 3.86 0.085

=====

Record 2
73
Properties=species:S:1:pos:R:3:mulliken_charge:R:1 method="wB97M-V/def2-TZVPD" e_lumo_ev=0.3558
C 1.22 -0.51 -2.01 -0.563
C 0.52 -0.48 -3.14 0.086
C -0.31 0.03 -4.44 -0.344
C -1.90 0.14 -4.18 -0.637
C -2.28 1.00 -2.84 -0.607
C -1.30 2.27 -2.66 -0.068
O -1.87 3.38 -1.90 -0.379
C -1.07 4.59 -2.09 0.524
O -1.72 5.69 -2.01 -0.633
C 0.53 4.57 -2.43 0.133
C 1.26 6.03 -2.39 -1.061
F 1.32 3.65 -1.54 -0.246
H 2.09 -0.45 -1.22 0.321
H 0.09 1.06 -4.82 0.243
H -0.06 -0.72 -5.30 0.338
H -2.27 -0.95 -3.99 0.310
H -2.38 0.62 -5.11 0.287
H -2.16 0.25 -1.96 0.290
H -3.41 1.31 -2.84 0.330
H -1.00 2.61 -3.72 0.170
H -0.38 1.89 -2.05 0.143
H 0.63 4.16 -3.52 0.469
H 1.90 6.06 -1.42 0.358
H 0.55 6.93 -2.38 0.290
H 1.96 6.07 -3.31 0.320
Br 2.45 -2.33 -0.88 -0.120
C 2.87 -3.30 0.77 -0.535
C 1.61 -3.78 1.45 -0.364
Br 0.71 -2.32 2.38 -0.129
H 3.47 -2.63 1.38 0.395
H 3.48 -4.15 0.45 0.322
H 1.85 -4.51 2.23 0.374
H 0.88 -4.21 0.76 0.086
Br 0.45 5.09 -0.27 -0.133
C -0.11 4.05 1.28 -0.696
C -0.39 4.94 2.47 -0.559
Br 1.26 5.54 3.30 -0.165
H 0.67 3.31 1.47 0.388
H -1.02 3.53 0.96 0.402
H -0.92 4.38 3.25 0.240
H -0.97 5.83 2.21 0.462
Br -1.18 -6.80 0.64 -0.136
C -0.82 -7.52 -1.14 0.057
C 0.49 -7.01 -1.68 -0.630
Br 0.32 -5.18 -2.32 -0.133
H -1.68 -7.27 -1.76 -0.258
H -0.78 -8.61 -1.00 0.349
H 0.80 -7.59 -2.56 0.389
H 1.30 -7.02 -0.95 0.378
Br -3.41 -6.75 -3.73 -0.145
C -5.27 -6.80 -3.16 -0.547
C -5.42 -6.25 -1.76 -0.598
Br -4.85 -7.55 -0.42 -0.133
H -5.61 -7.83 -3.26 0.361
H -5.80 -6.18 -3.88 0.332
H -6.48 -6.06 -1.54 0.354
H -4.85 -5.34 -1.59 0.363
Br -1.12 1.32 7.26 -0.188
C 0.35 2.35 6.47 -0.963
C 0.04 2.73 5.04 0.168
Br 0.28 1.21 3.84 -0.106
H 1.25 1.75 6.58 0.411
H 0.43 3.24 7.10 0.462
H 0.74 3.49 4.69 -0.359
H -0.98 3.09 4.90 0.486
Br 4.46 0.50 4.29 -0.111
C 4.35 2.34 3.64 -0.287
C 4.79 3.32 4.70 -0.565
Br 3.41 3.58 6.05 -0.126
H 3.32 2.49 3.31 0.022
H 5.02 2.37 2.78 0.370
H 4.94 4.31 4.26 0.353
H 5.69 3.02 5.22 0.389

=====

Record 3
113
Properties=species:S:1:pos:R:3:mulliken_charge:R:1 method="wB97M-V/def2-TZVPD" e_lumo_ev="3.9128 / 3.9128" spin_multiplicity=2 charge=-2
Sr 0.00 0.00 0.00 1.376
C 0.53 3.94 0.65 -0.725
C -0.38 3.14 1.51 0.607
C -1.04 3.58 2.63 -2.044
C -1.75 2.49 3.07 -0.286
N -1.52 1.44 2.25 0.743
N -0.68 1.84 1.30 0.540
B -2.13 -0.02 2.40 -0.446
N -2.85 -0.48 1.07 0.028
C -4.12 -0.92 0.96 -0.325
C -4.38 -1.25 -0.36 -2.230
C -3.21 -0.99 -1.02 0.496
C -2.95 -1.17 -2.48 -0.661
N -2.29 -0.53 -0.14 1.416
N -0.97 -1.05 2.76 -1.015
C -0.79 -1.81 3.88 -0.298
C 0.36 -2.56 3.76 -1.751
C 0.87 -2.22 2.53 0.957
C 2.12 -2.74 1.91 -0.444
N 0.06 -1.31 1.95 1.220
N -3.24 0.06 3.51 1.103
C -4.33 0.87 3.45 -0.222
C -5.10 0.69 4.58 -1.220
C -4.41 -0.25 5.31 0.586
C -4.81 -0.81 6.63 -1.297
N -3.30 -0.62 4.65 -1.368
H 0.62 4.98 1.03 0.336
H 1.54 3.47 0.64 -0.196
H 0.14 3.96 -0.39 -0.236
H -1.01 4.57 3.07 0.449
H -2.38 2.48 3.95 0.462
H -4.84 -1.02 1.76 0.438
H -5.31 -1.63 -0.77 0.491
H -3.85 -1.56 -2.99 0.416
H -2.67 -0.20 -2.93 -0.183
H -2.12 -1.90 -2.61 0.250
H -1.41 -1.87 4.75 0.499
H 0.77 -3.26 4.47 0.422
H 2.61 -3.48 2.58 0.215
H 1.87 -3.24 0.95 -0.804
H 2.82 -1.90 1.72 0.084
H -4.56 1.54 2.63 0.519
H -6.03 1.18 4.83 0.383
H -5.77 -0.36 6.98 0.318
H -4.95 -1.91 6.55 0.272
H -4.02 -0.59 7.38 0.266
Cl 5.28 3.38 4.83 -0.306
C 4.06 2.46 4.03 0.180
C 3.39 1.47 4.72 -0.946
C 2.40 0.73 4.06 -0.650
C 2.04 0.94 2.71 -0.378
O 1.13 0.24 2.16 1.042
C 2.76 1.97 2.06 1.096
C 2.50 2.31 0.63 -0.572
O 1.68 1.78 -0.10 0.009
C 3.76 2.72 2.71 -1.209
H 3.61 1.25 5.76 0.397
H 1.88 -0.06 4.61 0.404
H 3.12 3.13 0.24 0.171
H 4.29 3.50 2.17 0.394
C -1.45 -4.39 -1.57 -1.585
C -1.36 -3.07 -1.18 -0.278
N -0.23 -2.49 -0.75 1.524
C 0.93 -3.22 -0.68 0.146
C 0.91 -4.58 -1.06 1.245
C -0.29 -5.15 -1.51 -0.970
C 2.06 -5.36 -1.00 -0.809
C 3.26 -4.81 -0.57 -1.206
C 3.30 -3.47 -0.18 1.634
C 4.51 -2.91 0.26 -0.862
C 4.57 -1.58 0.65 -1.020
C 3.41 -0.85 0.58 -0.550
N 2.23 -1.35 0.16 1.511
C 2.14 -2.65 -0.23 -0.605
H -2.39 -4.81 -1.91 0.504
H -2.23 -2.42 -1.20 0.288
H -0.34 -6.20 -1.81 0.350
H 2.05 -6.41 -1.30 0.354
H 4.15 -5.43 -0.53 0.398
H 5.42 -3.52 0.31 0.372
H 5.50 -1.14 0.99 0.514
H 3.39 0.20 0.86 -0.188
C 0.81 6.18 -5.31 -1.394
C -0.06 5.01 -5.79 -0.195
C -1.35 5.46 -6.47 -1.053
C -2.29 6.12 -5.47 -1.250
C -2.46 5.28 -4.24 1.385
C -3.58 5.48 -3.42 -0.737
C -3.76 4.70 -2.28 -0.107
F -4.84 4.90 -1.52 -0.397
C -2.84 3.73 -1.93 -0.860
C -1.71 3.53 -2.73 1.026
C -0.73 2.48 -2.35 0.099
O -0.96 1.81 -1.35 0.692
C 0.47 2.32 -3.21 0.223
C 0.56 3.12 -4.28 -0.501
N -0.34 4.09 -4.67 0.125
C -1.49 4.31 -3.89 -1.039
C 1.57 1.30 -2.91 -0.584
O 2.50 1.24 -3.78 -0.996
O 1.46 0.62 -1.86 0.001
H 1.00 6.88 -6.13 0.405
H 1.78 5.82 -4.94 0.374
H 0.34 6.73 -4.49 0.329
H 0.52 4.46 -6.55 0.448
H -1.85 4.59 -6.91 0.350
H -1.13 6.15 -7.29 0.425
H -3.26 6.28 -5.96 0.423
H -1.91 7.11 -5.18 0.333
H -4.33 6.23 -3.67 0.419
H -3.00 3.13 -1.04 0.786
H 1.43 3.04 -4.93 0.543
O -0.93 -0.11 -1.94 -0.814